The following is a DFT calculation (ωB97M-V/def2-TZVPD) of 2 unconnected molecules or ions with the total composition C5H15NO.

SMILES string: CC[C@@H](C)CN.O
ΔE to the lowest compared entry with this formula, charge and spin, kcal/mol: 12.5

The geometry in ORCA input format:
```
! RIJCOSX wB97M-V def2-TZVPD def2/J DEFGRID3
* xyz 0 1
C 0.66885 1.13119 -2.16649
C 0.29736 0.06564 -1.12129
C 0.27629 0.59803 0.31590
C -0.78242 1.68903 0.48162
C -0.03392 -0.55756 1.27380
N 0.08393 -0.14091 2.67211
H 1.55924 0.85811 -2.72950
H -0.11922 1.29072 -2.89557
H 0.89298 2.08229 -1.68417
H -0.68274 -0.37480 -1.34383
H 1.02266 -0.75470 -1.16798
H 1.28959 0.95771 0.52956
H -0.39519 2.66914 0.19535
H -1.64266 1.44253 -0.14404
H -1.07598 1.72303 1.53016
H -1.06547 -0.85681 1.07944
H 0.58340 -1.43939 1.08305
H 1.00859 -0.29679 3.05434
H -0.55526 -0.63734 3.27683
O -0.27407 -3.45476 -0.55209
H -1.18947 -3.15024 -0.51064
H 0.13349 -2.84414 -1.17657
*
```

These are the Mulliken partial charges, in e, on atoms 1 to 4: C -1.256; C -0.411; C 0.549; C -1.399